[1]
Formula: C26H28N2PtS2Si
Source: the Open Molecules 2025 dataset
Level of theory: ωB97M-V/def2-TZVPD

The value obtained for the gap between HOMO and LUMO (spin up / spin down) is 0.2214 / 0.1245 Eh. For the energy above the lowest of the compared OMol25 structures with the same formula, charge and spin, the calculation gives 0.0 kcal per mole. Its expectation value of S² is 6.045. The total energy comes out at -63168.2704 eV. The HOMO energy (spin up / spin down) comes out at -0.4757 / -0.4945 hartree.

The geometry in ORCA input format:
```
! wB97M-V def2-TZVPD RIJCOSX def2/J DEFGRID3
* xyz 2 5
C 1.30883 1.81438 0.68901
C 0.35742 2.65734 0.09622
C -0.94728 2.32878 0.54008
H 0.59844 3.48407 -0.59092
C -0.90814 1.19216 1.38764
C 0.65771 0.87459 1.55721
H 1.05972 0.55921 2.52654
H 2.38843 1.87486 0.59780
H -1.86434 2.88451 0.30985
H -1.60483 1.02543 2.19541
Pt -0.41398 -0.67033 0.47795
C -1.54751 -1.92983 -2.90018
H -2.59460 -1.56561 -2.73792
H -1.35545 -3.00053 -2.64211
H -1.10275 -1.69654 -3.89124
Si -0.31736 -0.89236 -1.87900
C 1.44205 -0.49085 -2.48662
C 2.11823 0.72432 -2.37747
H 1.60396 1.63753 -2.07861
C 3.49752 0.75409 -2.64975
H 4.04091 1.69633 -2.55417
C 4.16988 -0.41823 -3.01082
H 5.24313 -0.41494 -3.19586
C 3.49069 -1.63904 -3.11059
H 3.97524 -2.57677 -3.38225
C 2.12771 -1.65921 -2.86343
H 1.62566 -2.63261 -2.93777
C -1.22381 0.80251 -2.49199
C -0.70933 1.59384 -3.53375
H 0.26623 1.40094 -3.96563
C -1.44090 2.67004 -4.07417
H -1.02932 3.27516 -4.88991
C -2.73197 2.95477 -3.60418
H -3.34319 3.74969 -4.06524
C -3.25590 2.18773 -2.54770
H -4.27829 2.38089 -2.18553
C -2.48374 1.15121 -1.99677
H -2.93596 0.62673 -1.15598
H -1.63449 -1.09522 -0.50294
H 0.31294 -2.13129 -1.29197
C -0.68271 2.65031 4.73167
C -0.78242 1.18589 4.93346
N -0.55404 0.30624 4.01423
C -0.70428 -1.01043 4.40654
C -1.09301 -1.08523 5.74792
S -1.25012 0.45155 6.47644
C -0.29963 -2.13846 3.57228
C -0.00623 -3.38440 4.11880
S 0.65559 -4.47564 3.00551
C 0.60504 -3.20618 1.78508
N 0.00402 -2.10334 2.18045
C 1.14718 -3.45470 0.43740
H -1.10460 3.11802 5.61930
H 0.36736 2.94343 4.61876
H -1.24133 2.94900 3.83798
H -1.24445 -2.01516 6.26836
H -0.24392 -3.63829 5.13939
H 1.79210 -4.33624 0.50095
H 0.33610 -3.65406 -0.28084
H 1.73783 -2.59005 0.10308
*
```

[2]
Formula: C26H29AsClN7O4S2Y
Source: the Open Molecules 2025 dataset
Level of theory: ωB97M-V/def2-TZVPD

The value obtained for the gap between HOMO and LUMO is 0.2773 Eh. For the energy above the lowest of the compared OMol25 structures with the same formula, charge and spin, the calculation gives 7.2 kcal per mole. The total energy comes out at -142130.3034 eV. The HOMO energy comes out at -0.3827 hartree.

The geometry in ORCA input format:
```
! wB97M-V def2-TZVPD RIJCOSX def2/J DEFGRID3
* xyz 1 1
Y 0.16221 -0.12887 0.53619
N -1.02763 -1.54050 4.80005
C -0.43135 -1.51139 3.58117
S 0.78568 -0.32590 3.30270
N -0.87469 -2.44510 2.75143
N -0.40165 -2.31516 1.48744
C -0.53926 -3.31373 0.70069
C -0.04425 -3.22241 -0.67397
C -0.22584 -4.26964 -1.56565
C 0.27852 -4.14161 -2.85004
C 0.93998 -2.97732 -3.20148
C 1.05984 -1.97284 -2.25467
N 0.58052 -2.08596 -1.01954
H -0.58404 -1.04509 5.55411
H -1.54699 -2.37497 5.02374
H -0.97732 -4.23968 1.06544
H -0.74707 -5.16414 -1.25366
H 0.15583 -4.94227 -3.56728
H 1.35084 -2.83825 -4.19119
H 1.54535 -1.03405 -2.49477
S 1.76668 4.67720 0.65650
C 2.35780 3.89161 2.05470
C 1.94890 2.59983 2.05995
N 1.15674 2.23666 0.99664
C 0.97440 3.25053 0.18943
H 2.96934 4.39738 2.78264
H 2.17739 1.87388 2.82442
H 0.41744 3.16208 -0.72963
N 7.63290 -1.47407 0.19318
C 6.96560 -0.32153 -0.05481
O 7.50862 0.71779 -0.35790
C 5.46370 -0.37956 0.08769
C 4.79938 -1.24851 0.94106
C 3.41913 -1.17784 1.02491
N 2.69718 -0.31278 0.31046
C 3.34269 0.52346 -0.51292
C 4.71580 0.52879 -0.64866
H 8.63178 -1.47080 0.06831
H 7.16064 -2.35433 0.28378
H 5.33245 -1.95025 1.56840
H 2.86587 -1.81456 1.70448
H 2.72438 1.21347 -1.07552
H 5.21291 1.23184 -1.30216
Cl -4.72353 4.27261 -4.94543
C -3.70616 3.23781 -4.00104
C -3.54603 1.91264 -4.37532
C -2.73913 1.08663 -3.60844
C -2.08180 1.58982 -2.49316
C -2.24700 2.92241 -2.13486
C -3.06868 3.75072 -2.88101
C -1.22653 0.69154 -1.65991
O -1.68871 -0.36075 -1.16416
O -0.01553 1.04302 -1.44346
H -4.05262 1.53741 -5.25346
H -2.62213 0.04457 -3.87841
H -1.74811 3.31042 -1.25569
H -3.21650 4.78707 -2.61020
C -4.42909 1.15673 0.15351
As -3.40160 0.38667 1.57539
C -3.98232 1.17957 3.22172
C -3.77921 -1.48999 1.57247
O -1.76678 0.65450 1.44168
H -5.47566 0.90149 0.32287
H -4.09635 0.74473 -0.79650
H -4.31770 2.24007 0.14748
H -5.05008 1.02396 3.36768
H -3.76461 2.24484 3.18455
H -3.42375 0.72644 4.03868
H -4.82856 -1.65688 1.81244
H -3.13260 -1.98537 2.29615
H -3.56960 -1.86408 0.57074
*
```

[3]
Formula: C26H29BF2N13O5S3Zr
Source: the Open Molecules 2025 dataset
Level of theory: ωB97M-V/def2-TZVPD

The value obtained for the gap between HOMO and LUMO is 0.2531 Eh. For the energy above the lowest of the compared OMol25 structures with the same formula, charge and spin, the calculation gives 59.9 kcal per mole. The total energy comes out at -96939.9090 eV. The HOMO energy comes out at -0.3754 hartree.

The geometry in ORCA input format:
```
! wB97M-V def2-TZVPD RIJCOSX def2/J DEFGRID3
* xyz 1 1
Zr 0.84755 0.11984 0.10842
O 2.14074 5.65798 1.67414
C 3.15077 5.22400 0.95403
O 4.03479 5.93600 0.55407
C 3.18094 3.76436 0.61502
C 4.25200 3.17382 -0.02152
N 3.92837 1.88949 -0.24199
N 2.72059 1.59420 0.21700
C 2.24457 2.71592 0.75622
C 0.94860 2.62621 1.52140
O 0.46392 3.63353 2.01100
O 0.48876 1.43175 1.63775
H 1.46321 4.96196 1.86764
H 5.18823 3.61400 -0.32075
H 4.48962 1.17486 -0.67426
C -2.19420 3.36947 -2.42516
N -2.57073 1.98328 -2.16544
C -3.78178 1.50065 -2.81333
C -1.85413 1.26661 -1.27712
N -0.71410 1.63296 -0.77809
N -2.45163 0.07714 -0.89128
C -2.14180 -0.79838 0.12735
N -3.05483 -1.77771 0.28446
N -1.12568 -0.65868 0.91376
H -3.05226 3.90160 -2.82610
H -1.38150 3.45173 -3.14595
H -1.91285 3.87400 -1.49892
H -3.94370 2.09270 -3.70894
H -4.66179 1.60889 -2.17192
H -3.68506 0.46343 -3.13845
H -0.42942 2.54115 -1.12057
H -3.27396 -0.16921 -1.41031
H -3.80624 -1.92434 -0.36440
H -2.87580 -2.51376 0.94983
H -1.11100 -1.38533 1.62550
S -1.11967 -7.74129 2.60293
C -0.64080 -6.18315 2.57501
S 0.99680 -5.56477 2.78164
C 0.40029 -3.94294 2.52207
N -0.86326 -3.86436 2.31514
N -1.44261 -5.09737 2.35053
C -2.86942 -5.19805 2.29184
C -3.60208 -5.16271 3.46727
C -4.98331 -5.25181 3.40235
C -5.61867 -5.37323 2.17427
C -4.87367 -5.43048 1.00594
C -3.48989 -5.34719 1.06101
S 1.45470 -2.53801 2.56201
H -3.09745 -5.07797 4.42062
H -5.56166 -5.23937 4.31605
H -6.69805 -5.43094 2.13468
H -5.36592 -5.56402 0.05138
H -2.88423 -5.42968 0.16621
N 2.29762 0.31566 3.61026
C 3.11752 0.07229 4.64785
C 4.33184 -0.28947 4.11362
C 4.13615 -0.23620 2.72625
N 2.89623 0.13082 2.42412
H 1.33188 0.59996 3.63066
H 2.79723 0.17121 5.67072
H 5.23169 -0.55480 4.63906
H 4.84714 -0.44939 1.94375
F 0.60116 -2.77132 0.10163
B 1.45520 -1.96808 0.79628
F 0.16032 -0.75628 -1.45264
N 2.62569 4.65230 -4.47383
C 1.47085 3.97798 -4.30984
O 0.37195 4.49070 -4.40597
C 1.62113 2.51768 -3.96831
C 1.32145 1.52384 -4.89054
C 1.48826 0.20414 -4.51160
C 1.91781 -0.07649 -3.22538
N 2.11724 0.86442 -2.29395
C 1.96990 2.13426 -2.68246
H 2.57906 5.62897 -4.71957
H 3.52603 4.20873 -4.45204
H 0.97275 1.78592 -5.88132
H 1.28939 -0.59990 -5.20566
H 2.09111 -1.09685 -2.91389
H 2.17209 2.90315 -1.94122
*
```